(1)
C5H9N3 | ωB97M-V/def2-TZVPD

Structure (XYZ):
```
17
Properties=species:S:1:pos:R:3:forces:R:3
C -2.3505 -0.7042 0.0255 -4.08 -4.26 0.66
N -1.1061 -0.2532 -0.3966 0.82 -2.48 -0.48
N -1.0940 1.0398 -0.5186 -1.81 3.65 -1.98
C -0.1259 1.6469 0.0798 -5.65 2.94 -2.50
C 0.6347 0.6610 0.7024 4.99 0.59 -0.40
C 1.3313 -0.1894 -0.4616 -0.30 -0.41 -0.23
N 2.7077 -0.4705 -0.1222 0.51 3.92 0.32
C 0.0695 -0.6858 0.2524 0.67 0.19 2.00
H -2.3642 -1.8871 0.1621 0.39 2.12 -0.91
H -3.2015 -0.5124 -0.7959 1.94 -0.02 2.18
H -2.6765 -0.5056 1.1219 0.43 0.90 -1.69
H -0.5799 2.7366 -0.1640 2.94 -1.64 1.79
H 1.3710 0.9922 1.4462 -0.43 -1.01 0.11
H 1.1913 0.1004 -1.5676 -0.44 -0.18 1.94
H 3.1935 -1.2522 -0.5859 -0.32 1.16 -0.17
H 3.1163 0.6681 -0.2628 -0.46 -5.07 0.31
H -0.1169 -1.3846 1.0848 0.79 -0.39 -0.94
```
Forces are in eV/Å.

Results
E_LUMO	0.9130	eV
HOMO	-7.882	eV
Kohn-Sham gap	8.79	eV
E	-359.97129	Eh
relative energy (zero: lowest compared OMol25 entry of this formula, charge and spin)	141.8	kcal/mol

From a Mulliken analysis of the wavefunction, the atomic charges in e read: number 1, C, carries -0.78; number 2, N, carries 0.41; number 3, N, carries -0.81; number 4, C, carries 0.14; number 5, C, carries -0.79; number 6, C, carries -0.06; number 7, N, carries -0.66; number 8, C, carries -0.35; number 9, H, carries 0.30; number 10, H, carries 0.28; number 11, H, carries 0.31; number 12, H, carries 0.37; number 13, H, carries 0.41; number 14, H, carries 0.31; number 15, H, carries 0.22; number 16, H, carries 0.30; number 17, H, carries 0.40

***

(2)
C5H9N3 | ωB97M-V/def2-TZVPD

Structure (XYZ):
```
17
Properties=species:S:1:pos:R:3:forces:R:3
C -1.0405 -1.6281 -0.1630 -3.86 0.74 0.85
C -0.1390 -1.3328 1.1490 -1.02 1.81 2.21
C 0.3767 0.0668 0.7009 3.04 -2.23 5.99
C 0.3689 1.6342 -0.6353 0.82 5.41 1.29
C 0.1992 0.2353 -0.6893 -1.33 -0.73 -2.19
H -0.8994 -2.3528 -0.9763 0.99 -0.41 1.07
H -2.1435 -1.8393 0.2348 2.33 0.26 -0.85
H 0.7124 -1.9615 1.6492 -1.52 0.71 -1.90
H -0.8171 -1.1118 2.1649 1.23 -0.81 -2.91
H 1.9825 2.6443 0.3715 -0.21 -0.26 1.05
H 0.4865 2.2124 -1.6160 -0.40 -0.51 1.51
H -0.5781 1.9434 0.2578 2.64 0.07 -3.21
H 1.1153 -0.2031 -1.0989 -0.19 -0.60 -0.93
H -1.4237 -0.5754 -1.9586 1.06 0.91 1.33
N 1.2244 0.8520 1.3739 -1.00 -1.03 -3.54
N 1.7521 1.6645 0.2179 -3.91 -0.52 -0.87
N -1.1767 -0.2482 -0.9825 1.32 -2.82 1.09
```
Forces are in eV/Å.

Results
E_LUMO	0.8969	eV
HOMO	-8.977	eV
Kohn-Sham gap	9.87	eV
E	-359.98800	Eh
relative energy (zero: lowest compared OMol25 entry of this formula, charge and spin)	131.3	kcal/mol

From a Mulliken analysis of the wavefunction, the atomic charges in e read: number 1, C, carries -0.53; number 2, C, carries -0.38; number 3, C, carries 0.04; number 4, C, carries -0.59; number 5, C, carries 0.50; number 6, H, carries 0.34; number 7, H, carries 0.22; number 8, H, carries 0.32; number 9, H, carries 0.25; number 10, H, carries 0.26; number 11, H, carries 0.31; number 12, H, carries 0.26; number 13, H, carries 0.19; number 14, H, carries 0.28; number 15, N, carries -0.59; number 16, N, carries -0.39; number 17, N, carries -0.51

***

(3)
C5H9N3 | ωB97M-V/def2-TZVPD

Structure (XYZ):
```
17
Properties=species:S:1:pos:R:3:forces:R:3
H -1.8582 1.5027 1.2879 -0.01 -0.01 -0.07
N -1.1422 0.7817 1.3012 0.79 -0.02 -0.17
C -0.5033 0.7266 0.1744 -0.62 0.49 1.17
N -0.5479 1.7816 -0.7460 0.78 -0.91 0.14
N 0.8213 0.0114 0.2059 -0.06 -1.32 -0.92
C 2.1075 0.6371 0.4323 -0.01 0.29 0.67
C 0.5892 -1.2360 -0.1776 0.45 0.87 -0.11
C -0.7538 -1.3361 -0.4907 -1.31 1.29 -0.29
C -1.7203 -2.2334 -0.4153 0.42 -0.59 0.40
H -1.1873 2.5227 -0.4968 0.14 -0.25 -0.61
H -0.2112 1.6122 -1.6850 -0.54 0.33 0.17
H 2.2797 1.4223 -0.3075 -0.18 -0.02 0.02
H 2.1010 1.0916 1.4251 0.23 -0.03 -0.09
H 2.9177 -0.0903 0.3475 -0.26 -0.02 0.12
H 1.3862 -1.9717 -0.2306 0.45 0.15 -0.21
H -1.5260 -3.3002 -0.3351 -0.08 -0.22 0.62
H -2.7523 -1.9221 -0.2896 -0.19 -0.03 -0.85
```
Forces are in eV/Å.

Results
E_LUMO	-0.0583	eV
HOMO	-6.520	eV
Kohn-Sham gap	6.46	eV
E	-360.00961	Eh
relative energy (zero: lowest compared OMol25 entry of this formula, charge and spin)	117.8	kcal/mol

From a Mulliken analysis of the wavefunction, the atomic charges in e read: number 1, H, carries 0.21; number 2, N, carries -0.71; number 3, C, carries 0.33; number 4, N, carries -0.45; number 5, N, carries 0.21; number 6, C, carries -0.85; number 7, C, carries 0.22; number 8, C, carries -0.37; number 9, C, carries -0.78; number 10, H, carries 0.20; number 11, H, carries 0.22; number 12, H, carries 0.31; number 13, H, carries 0.31; number 14, H, carries 0.29; number 15, H, carries 0.36; number 16, H, carries 0.26; number 17, H, carries 0.25

***

(4)
C5H9N3 | ωB97M-V/def2-TZVPD

Structure (XYZ):
```
17
Properties=species:S:1:pos:R:3:forces:R:3
H 0.6221 -2.1120 0.0795 -0.57 -0.55 2.91
N 0.4156 -2.0916 1.1826 0.89 -0.68 -3.59
C 0.1823 -0.8603 1.4109 2.38 -3.77 -4.71
C -0.0740 -0.4397 2.6708 -5.61 2.72 5.47
N 0.2100 0.0558 0.3799 -2.78 -0.31 0.26
C -0.8217 0.2677 -0.3871 1.27 0.30 2.66
N -0.5138 1.3377 -1.2462 -2.37 -2.84 -1.34
C 0.8342 1.3508 -1.5736 1.86 -1.42 -0.93
C -0.0402 0.4256 -2.4952 -0.63 4.22 0.47
H -0.7824 0.5311 2.1551 1.64 -1.85 3.43
H -0.9206 -1.3443 3.0715 2.67 2.98 -0.59
H 0.7240 -0.1911 3.5105 -1.74 -0.36 -2.22
H -1.8952 -0.2756 -0.3893 2.61 1.42 0.00
H 1.4493 0.6013 -0.9545 -0.31 2.23 -0.95
H 1.1969 2.3681 -1.8670 -0.02 -1.39 -0.01
H 0.0098 -0.6749 -2.3081 -0.22 1.28 -0.54
H -0.5962 1.0514 -3.2399 0.93 -1.98 -0.32
```
Forces are in eV/Å.

Results
E_LUMO	0.9718	eV
HOMO	-9.279	eV
Kohn-Sham gap	10.25	eV
E	-359.95459	Eh
relative energy (zero: lowest compared OMol25 entry of this formula, charge and spin)	152.3	kcal/mol

From a Mulliken analysis of the wavefunction, the atomic charges in e read: number 1, H, carries 0.27; number 2, N, carries -0.68; number 3, C, carries 0.42; number 4, C, carries -0.65; number 5, N, carries -0.48; number 6, C, carries 0.13; number 7, N, carries -0.39; number 8, C, carries -0.14; number 9, C, carries -0.52; number 10, H, carries 0.21; number 11, H, carries 0.23; number 12, H, carries 0.25; number 13, H, carries 0.29; number 14, H, carries 0.24; number 15, H, carries 0.28; number 16, H, carries 0.26; number 17, H, carries 0.30

***

(5)
C5H9N3 | ωB97M-V/def2-TZVPD

Structure (XYZ):
```
17
Properties=species:S:1:pos:R:3:forces:R:3
H 3.0507 -0.8339 0.3120 -0.55 -0.46 -0.53
N 2.1405 -1.3020 0.1450 5.02 -3.84 1.27
C 1.2588 -0.5164 0.0187 -4.53 5.57 -0.73
N 1.4168 0.9414 -0.2097 -0.86 -2.09 3.93
N 0.1888 1.6623 -0.0649 -0.93 -2.00 -3.69
C -0.7683 0.6516 0.3776 -0.56 1.55 4.56
C -2.2360 0.1812 -0.0783 1.83 0.03 1.59
C -1.5869 -1.3180 -0.1121 -1.52 -0.87 2.35
C -0.2157 -0.5780 -0.0507 -1.00 -1.87 -4.75
H 2.0200 1.1105 -0.9304 1.17 1.07 -2.51
H 0.3075 2.3554 0.5710 0.51 2.22 2.34
H -0.6310 0.5661 1.5141 -1.20 0.81 -0.64
H -2.6060 0.6453 -0.9529 0.26 0.01 -1.61
H -2.9882 0.5059 0.6378 0.01 -0.87 0.49
H -1.8012 -1.9641 -1.0360 0.39 0.91 1.63
H -1.8881 -1.8778 0.9267 0.69 1.14 -2.69
H -0.3973 -0.1426 -1.0659 1.29 -1.32 -1.01
```
Forces are in eV/Å.

Results
E_LUMO	1.1221	eV
HOMO	-8.412	eV
Kohn-Sham gap	9.53	eV
E	-360.00143	Eh
relative energy (zero: lowest compared OMol25 entry of this formula, charge and spin)	122.9	kcal/mol

From a Mulliken analysis of the wavefunction, the atomic charges in e read: number 1, H, carries 0.28; number 2, N, carries -0.63; number 3, C, carries 0.16; number 4, N, carries -0.31; number 5, N, carries -0.50; number 6, C, carries 0.16; number 7, C, carries -0.78; number 8, C, carries -0.33; number 9, C, carries -0.08; number 10, H, carries 0.18; number 11, H, carries 0.30; number 12, H, carries 0.24; number 13, H, carries 0.29; number 14, H, carries 0.33; number 15, H, carries 0.26; number 16, H, carries 0.25; number 17, H, carries 0.17

***

(6)
C5H9N3 | ωB97M-V/def2-TZVPD

Structure (XYZ):
```
17
Properties=species:S:1:pos:R:3:forces:R:3
C -0.6003 -1.0720 -0.2744 0.60 0.99 -0.62
C -1.3414 -1.1832 1.0152 0.89 1.44 0.93
C 0.0328 0.3952 -0.0022 -1.87 -1.40 0.44
N -0.7677 1.3709 -0.7194 -0.17 0.07 0.34
N 2.0486 0.1792 -1.3446 -0.26 -0.33 -0.42
C 1.4359 0.5433 -0.1998 1.28 0.56 1.05
C -0.4177 0.2979 1.6095 -0.45 -1.66 -2.75
N -0.1871 0.8990 2.5922 0.12 0.62 1.22
H -1.7536 1.2221 -0.5188 -0.01 0.03 -0.05
H -0.5404 2.3057 -0.3922 0.05 -0.01 -0.06
H 3.0430 0.0168 -1.3624 -0.26 -0.08 -0.19
H 1.4653 -0.0839 -2.1271 0.45 0.02 0.02
H -1.2136 -1.0328 -1.1758 -0.02 -0.19 0.05
H 0.1878 -1.8140 -0.3893 -0.02 0.00 -0.03
H 2.0752 0.8793 0.6075 -0.14 0.04 -0.04
H -2.3967 -0.9320 0.9971 0.01 -0.08 0.12
H -1.0701 -1.9916 1.6845 -0.20 -0.02 -0.01
```
Forces are in eV/Å.

Results
E_LUMO (spin up / spin down)	-0.4853 / 0.7670	eV
HOMO (spin up / spin down)	-6.443 / -7.644	eV
Kohn-Sham gap (spin up / spin down)	5.96 / 8.41	eV
E	-360.02905	Eh
relative energy (zero: lowest compared OMol25 entry of this formula, charge and spin)	105.6	kcal/mol

From a Mulliken analysis of the wavefunction, the atomic charges in e read: number 1, C, carries -0.90; number 2, C, carries -0.51; number 3, C, carries 1.10; number 4, N, carries -0.62; number 5, N, carries -0.37; number 6, C, carries -0.82; number 7, C, carries 0.00; number 8, N, carries -0.62; number 9, H, carries 0.26; number 10, H, carries 0.28; number 11, H, carries 0.22; number 12, H, carries 0.22; number 13, H, carries 0.42; number 14, H, carries 0.32; number 15, H, carries 0.42; number 16, H, carries 0.28; number 17, H, carries 0.32